# C34H32Cl3GeN3O5SbSe4SiTb

C34H32Cl3GeN3O5SbSe4SiTb as an isolated structure in a non-equilibrium geometry (ωB97M-V/def2-TZVPD, the Open Molecules 2025 dataset).

```
85
Properties=species:S:1:pos:R:3:forces:R:3
Tb -0.5709 0.2338 -1.1103 0.15 -0.87 0.09
O 3.3070 0.4317 -0.2431 0.22 1.79 1.96
C 2.1449 1.0234 0.4329 1.43 1.04 -0.32
O 1.0879 0.2329 0.4013 -1.03 -0.38 -0.38
C 1.8551 2.4064 -0.2561 -0.02 0.04 0.52
C 2.4205 3.6610 0.0290 -1.13 -0.75 -2.67
C 2.0516 4.7159 -0.8572 1.97 0.74 3.38
C 1.0961 4.5670 -1.7843 -1.04 0.63 -1.72
C 0.5006 3.3307 -1.8842 -1.59 0.23 -0.82
N 0.8565 2.3218 -1.1613 1.28 -1.34 1.62
C -0.7632 2.9839 -2.7143 1.05 1.21 -1.22
O -1.0669 3.6599 -3.6993 0.02 -0.43 1.06
O -1.3009 1.9210 -2.2780 -1.17 0.09 -0.41
H 2.9538 -0.1718 -0.8601 -0.80 -1.30 -1.63
H 3.2091 3.8225 0.7083 0.64 -0.07 0.91
H 2.5101 5.6952 -0.5649 -0.48 -0.74 -0.87
H 0.7499 5.3635 -2.4420 0.12 -0.14 0.21
Se 4.1077 -3.7805 -3.4263 -0.62 0.58 -0.01
Sb 1.8786 -2.7003 -3.5386 0.52 -0.79 -0.48
Se 1.3757 -3.6280 -1.1217 -0.82 0.69 0.46
Se 1.7105 -0.2285 -3.3894 -0.28 -0.44 0.32
Se 0.4042 -4.0272 -5.0072 0.11 0.58 0.30
Cl -5.5865 5.5535 0.1711 0.50 -0.40 0.33
C -4.6624 4.0323 0.1962 -0.14 1.18 1.07
C -3.7485 3.7264 1.1726 0.77 0.80 0.70
C -3.0126 2.5310 1.0942 -1.02 0.25 -0.35
Cl -1.7448 2.3004 2.2129 0.59 -0.28 0.45
C -3.2826 1.5259 0.1325 0.18 -0.45 -1.16
O -2.6085 0.3714 0.0028 -0.52 2.06 0.29
C -4.3158 1.9232 -0.8002 0.62 -1.26 0.04
Cl -4.7464 0.7313 -2.0398 0.07 0.84 0.60
C -4.9430 3.1489 -0.7786 -2.07 -0.75 -2.37
H -3.5515 4.4873 1.9591 0.06 -0.86 -0.58
H -5.7754 3.4506 -1.4991 1.46 -0.87 0.80
C -3.2962 -3.6644 -4.8577 0.77 0.85 0.00
N -2.9030 -2.3795 -4.2165 0.30 -1.96 -0.58
C -3.0775 -1.1284 -4.7704 0.43 -0.28 0.64
C -2.4195 -0.3005 -3.9382 0.31 -0.33 0.42
N -1.8202 -1.0143 -2.9252 0.45 0.69 0.50
C -2.0758 -2.2781 -3.1412 -1.02 0.36 -0.76
H -3.0758 -3.5154 -5.9546 -0.46 -0.61 1.15
H -4.3558 -3.8498 -4.6224 0.32 -0.06 -0.42
H -2.6554 -4.4770 -4.4378 -0.46 0.71 -0.49
H -3.5174 -0.8947 -5.7163 -0.41 -0.35 -0.15
H -2.3471 0.7462 -3.9494 0.14 1.04 -0.17
H -1.7125 -3.0900 -2.5280 -0.24 -0.06 -0.35
C -3.0880 -4.6223 1.1467 -0.95 0.69 -0.49
Si -3.0131 -2.7950 0.8090 0.57 -0.13 -0.53
C -3.2816 -1.7448 2.2945 1.06 0.41 0.34
C -4.4101 -2.5155 -0.3701 -0.24 -0.47 -1.55
C -1.3516 -2.6509 -0.0615 -1.15 0.69 0.83
C -0.2702 -2.8727 -0.5637 1.47 -0.85 -0.37
H -4.0564 -4.8185 1.6381 0.60 -0.35 0.09
H -2.2018 -4.9569 1.6207 0.56 -0.56 0.96
H -3.0817 -5.0602 0.1577 -0.19 -0.36 -0.32
H -4.2515 -1.9243 2.7226 -0.52 -0.09 0.20
H -3.2191 -0.7341 1.9218 -0.31 0.50 -0.17
H -2.5216 -1.7541 3.0821 -0.05 -0.44 -0.06
H -5.3134 -3.0817 -0.0580 0.47 0.21 -0.11
H -4.0670 -2.9380 -1.3785 -0.62 0.55 1.20
H -4.6993 -1.4727 -0.5342 0.21 -0.21 0.06
Ge 2.8436 1.1582 2.3129 0.12 -0.23 0.49
C 4.7694 1.6226 2.4013 -0.24 -0.46 -0.82
C 5.6969 0.7060 1.8960 -0.80 -0.52 0.42
C 6.9621 1.1073 1.5866 1.15 0.98 0.40
C 7.4372 2.4181 1.8523 -2.13 -0.35 0.02
C 6.5166 3.3492 2.3487 0.07 -0.41 0.35
C 5.2073 2.9149 2.5876 -1.02 0.89 0.62
C 2.6643 -0.6359 3.0908 -0.86 1.55 -1.49
C 2.9072 -0.7500 4.4171 1.53 2.03 2.89
C 2.6113 -1.8507 5.1695 -0.68 -1.00 1.75
C 2.0221 -2.9288 4.5341 -0.12 -1.34 -0.21
C 1.9006 -2.9001 3.1571 -0.24 1.90 -0.24
C 2.0546 -1.6718 2.4431 0.48 -3.19 -0.85
H 2.0414 2.0938 3.3034 0.28 -0.08 -0.40
H 5.4324 -0.3519 1.7815 -0.05 0.48 -0.23
H 7.5981 0.3595 1.1736 0.70 -0.27 -0.27
H 8.4262 2.7240 1.6384 0.93 0.06 -0.23
H 6.7894 4.3775 2.6200 0.03 -0.46 -0.32
H 4.4005 3.5712 2.9718 0.92 0.20 -0.23
H 3.3360 0.1391 4.9765 -0.36 -1.03 -0.74
H 2.7533 -1.9234 6.2807 -0.02 0.46 -1.19
H 1.6443 -3.8420 5.0490 0.72 0.78 -0.13
H 1.6784 -3.7876 2.6281 -0.68 -0.71 -0.54
H 1.8492 -1.7283 1.3535 0.17 0.50 0.95
```
Positions in Å, forces in eV/Å.

Values from the calculation:
Charge: -2
Multiplicity: 7
Highest occupied orbital energy (spin up / spin down) in eV: -2.26 / -2.26
Kohn-Sham gap (spin up / spin down) in eV: 5.97 / 5.97



# C5H10N3

An isolated ion of composition C5H10N3 and charge +1 in a non-equilibrium geometry (ωB97M-V/def2-TZVPD, the Open Molecules 2025 dataset).

```
18
Properties=species:S:1:pos:R:3:forces:R:3
C -0.9136 0.7305 -0.1255 -1.16 -2.26 0.55
C 2.0720 -0.0562 -0.0345 0.67 -2.00 1.13
C -1.2834 -0.6999 0.3212 0.64 0.02 -1.31
C -0.1325 -1.6979 0.2097 1.05 3.72 0.88
C 1.0991 -0.2272 -1.1005 -2.54 -2.94 2.19
N 1.8102 0.8245 0.8441 2.04 1.36 -0.16
N 0.0107 0.7623 -1.0629 0.83 2.74 -2.06
N -1.7606 1.6228 0.3934 2.11 -1.81 -1.42
H 2.8364 -0.9780 0.1099 -1.05 2.51 -0.78
H -1.7374 -0.5255 1.2715 -0.09 -0.76 0.95
H -2.0819 -1.0247 -0.4008 0.57 0.46 0.65
H 0.3898 -2.0254 1.1464 -0.23 0.65 -1.21
H -0.3192 -2.4067 -0.4977 -0.26 -2.11 -1.60
H 1.3593 -0.8769 -1.9647 -0.66 1.20 0.29
H 2.6658 1.0765 1.3836 -1.09 -0.87 0.31
H 0.1539 1.7008 -1.6140 -0.13 -2.34 1.53
H -2.4615 1.2491 0.9975 -0.42 0.35 0.24
H -1.7072 2.5520 0.1234 -0.27 2.08 -0.19
```
Positions in Å, forces in eV/Å.

Values from the calculation:
Charge: +1
Highest occupied orbital energy (spin up / spin down) in eV: -12.88 / -12.88
Kohn-Sham gap (spin up / spin down) in eV: 8.54 / 8.54
ΔE to the lowest compared entry with this formula, charge and spin in eV: 4.129



# C6H4S2

One molecule with the formula C6H4S2 in a non-equilibrium geometry (ωB97M-V/def2-TZVPD, the Open Molecules 2025 dataset).

```
12
Properties=species:S:1:pos:R:3:forces:R:3
C 0.1899 0.3975 1.1438 3.09 -1.01 3.10
C -0.3032 0.3001 -0.2847 -2.10 5.25 -0.41
C 0.4910 0.6905 -1.4613 5.64 0.39 -2.96
C 1.4328 0.8129 -2.3078 -2.52 1.61 2.44
C -0.8018 -0.9574 -0.4355 -3.26 -9.18 -0.65
C -1.2035 -2.1388 -0.4870 1.41 3.62 0.06
H -0.1351 0.9424 3.6448 0.90 -0.62 -0.26
H -1.2205 1.0050 -0.3713 1.04 -0.76 0.31
H 2.2143 1.3948 -2.9600 -2.09 -1.84 1.45
H -1.4701 -3.1974 -0.5555 0.15 1.10 0.06
S -0.7579 1.1906 2.4993 -1.05 0.40 -2.49
S 1.5642 -0.4401 1.5753 -1.23 1.04 -0.65
```
Positions in Å, forces in eV/Å.

Values from the calculation:
SMILES: C#CC(C#C)C(=S)S
Highest occupied orbital energy in eV: -8.88
Kohn-Sham gap in eV: 8.10
ΔE to the lowest compared entry with this formula, charge and spin in eV: 2.565



# C2H9N2O

A 2-piece molecular cluster, C2H9N2O overall in a non-equilibrium geometry (ωB97M-V/def2-TZVPD, the Open Molecules 2025 dataset).

```
14
Properties=species:S:1:pos:R:3:forces:R:3
C 1.8287 -1.8104 0.7263 0.18 -0.16 0.35
O 0.9134 -0.8402 0.8859 -0.21 0.40 -0.10
H 2.2071 -1.9561 -0.3148 -0.02 -0.02 -0.14
H 1.4756 -2.8223 1.0510 0.04 -0.12 -0.09
H 2.7592 -1.6512 1.3337 0.06 -0.04 -0.05
N -1.5486 0.1165 0.1218 -0.20 -1.09 -0.06
C -1.4257 1.4338 -0.4447 0.26 -0.34 -0.33
N -0.2064 1.5731 -1.2274 -0.70 1.24 0.17
H -2.0900 0.0201 0.9742 0.06 0.43 -0.16
H -0.6352 -0.3694 0.2811 0.05 0.37 0.13
H -1.4424 2.2250 0.2976 0.08 0.39 0.30
H -2.2533 1.6259 -1.1374 -0.18 0.09 0.05
H -0.1834 0.8543 -1.9269 0.49 -0.41 0.11
H 0.6009 1.6010 -0.6204 0.09 -0.75 -0.18
```
Positions in Å, forces in eV/Å.

Values from the calculation:
Charge: -1
Highest occupied orbital energy in eV: -2.61
Kohn-Sham gap in eV: 7.16
ΔE to the lowest compared entry with this formula, charge and spin in eV: 0.574



# C4H6N2O8

C4H6N2O8 as an isolated structure in a non-equilibrium geometry (ωB97M-V/def2-TZVPD, the Open Molecules 2025 dataset).

```
20
Properties=species:S:1:pos:R:3:forces:R:3
C 2.3037 -0.4847 0.9548 1.22 -0.84 -1.33
C -0.3006 -0.6378 0.3701 3.71 1.67 0.96
C -1.2685 0.1390 -0.5250 1.29 -0.53 -1.39
C 1.3712 0.3543 0.1522 -3.90 -0.13 -1.35
N -2.2293 -0.9459 -0.9441 1.36 0.84 0.39
N 1.0352 1.7509 0.7585 0.78 -3.48 -1.75
O -3.3063 -0.7886 -0.5030 -3.82 0.07 1.03
O 0.8109 1.8398 1.9220 -0.08 0.75 0.89
O 3.3903 -0.8676 0.5900 -0.75 0.59 0.20
O -1.8283 -1.8966 -1.5346 0.45 -0.67 -1.35
O 0.9770 2.5307 -0.1437 -0.66 2.98 0.25
O 0.0531 -1.9607 0.1358 -1.24 1.25 2.39
O -1.8634 1.1937 0.1581 0.10 -0.85 -0.70
O 1.5054 0.4809 -1.2321 0.55 0.00 1.10
H 1.7986 -0.9152 1.7933 -0.12 -0.07 1.28
H -0.5062 -0.4872 1.4447 -0.28 -0.18 -0.62
H -0.7963 0.4135 -1.5365 -0.48 -0.01 1.62
H 0.4603 -2.0108 -0.6914 0.91 -0.38 -2.42
H -2.7825 0.9111 0.3514 0.32 0.06 -0.07
H 1.1757 1.3814 -1.5205 0.63 -1.08 0.87
```
Positions in Å, forces in eV/Å.

Values from the calculation:
Highest occupied orbital energy in eV: -10.17
Kohn-Sham gap in eV: 9.56
ΔE to the lowest compared entry with this formula, charge and spin in eV: 1.334



# C3H9N4

An isolated ion of composition C3H9N4 and charge +1 in a non-equilibrium geometry (ωB97M-V/def2-TZVPD, the Open Molecules 2025 dataset).

```
16
Properties=species:S:1:pos:R:3:forces:R:3
C -1.0783 -0.5611 0.3181 0.04 0.94 1.01
C -0.6306 0.4279 1.4140 1.86 -2.55 -1.30
C -0.5143 0.9463 -1.4717 -1.69 -0.32 2.90
N 1.5554 -0.1933 0.9243 -0.20 -0.35 0.26
N -0.2776 -0.2057 -0.9214 -1.22 0.33 -1.03
N 0.4848 -1.1663 -1.5352 2.02 -0.61 0.36
N 0.6726 0.4032 1.6798 1.25 0.94 1.64
H -1.0496 -1.6234 0.5859 1.22 0.15 -0.14
H -2.1533 -0.5031 0.1379 0.11 0.76 -0.47
H -1.4190 1.5478 -1.0217 2.21 -1.10 -1.16
H -1.2413 1.0881 1.9241 -1.12 0.86 1.02
H 0.2339 1.3202 -2.1138 0.20 0.48 -1.18
H 2.5046 -0.1522 1.3165 -0.74 0.24 0.24
H 0.9346 -0.7760 -2.4229 -0.66 -0.83 1.84
H 1.1778 -1.6716 -0.8268 -1.85 1.86 -1.78
H 1.0741 0.8974 2.5820 -1.46 -0.79 -2.21
```
Positions in Å, forces in eV/Å.

Values from the calculation:
Charge: +1
Highest occupied orbital energy in eV: -12.40
Kohn-Sham gap in eV: 7.94
ΔE to the lowest compared entry with this formula, charge and spin in eV: 5.305